1.
DFT (wB97M-V/def2-TZVPD) results for a structure of composition C52H145N13O15Ti2 in a non-equilibrium geometry.

Structure (XYZ):
```
227
Properties=species:S:1:pos:R:3:mulliken_charge:R:1
H -1.95 -1.02 -7.88 0.40
O -1.31 -8.87 -16.69 -0.19
H 1.96 -0.27 -8.33 -0.09
O 1.70 -7.41 -9.85 3.19
H -5.05 -3.74 -10.58 0.32
H 2.60 -0.28 -13.30 0.53
H -4.86 -2.79 -12.06 0.26
H -2.09 -4.68 -15.32 -0.19
C 7.50 -12.26 -14.41 -0.79
H 1.73 -12.27 -12.04 0.28
O -0.06 -4.12 -15.70 0.66
H 8.41 -11.08 -7.05 0.32
O -0.35 -10.42 -8.83 -0.42
H 3.49 -0.38 -19.01 0.41
Ti 0.75 -7.17 -11.97 0.41
H 4.85 -1.32 -10.87 -0.55
H 5.02 -4.24 -8.14 -0.06
H -1.67 -5.05 -11.71 -0.33
H 5.98 -5.01 -12.89 0.14
H 2.02 -8.77 -14.31 -1.41
H 4.92 1.66 -15.40 0.12
C -1.25 -6.93 -7.83 2.10
H -0.60 -5.13 -19.44 0.43
H 2.41 -8.50 -8.51 -0.41
H 0.35 -0.45 -6.28 0.30
H 4.42 -1.05 -9.30 0.02
H 2.63 -11.49 -3.38 0.25
C 3.89 -3.52 -9.92 3.01
H 1.39 -8.23 -5.90 0.17
H 7.05 -8.43 -10.28 0.52
C 2.27 -7.70 -6.26 -1.77
C 7.73 -11.47 -7.81 -0.88
H 1.52 -7.00 -8.99 -2.17
C -1.64 -2.16 -10.42 -0.33
H 4.46 -8.76 -9.03 -0.55
C 3.44 -8.56 -6.81 2.27
H 1.94 -3.39 -8.91 0.30
H -2.43 -10.56 -16.25 0.29
H 1.86 -6.93 -6.92 0.24
H -4.64 -6.27 -12.06 0.57
H 3.99 -6.91 -13.16 -0.78
N 4.41 -4.55 -10.87 1.90
H 3.63 -10.11 -3.10 0.35
H -1.61 -5.02 -8.84 0.25
H 0.79 -0.80 -16.73 0.33
H 1.66 -2.20 -19.13 0.34
C -0.57 -10.78 -7.54 -1.01
C 0.45 -10.80 -11.05 1.49
C 5.81 -6.93 -13.83 0.47
H -1.19 -9.98 -7.12 0.20
C -2.54 -6.60 -12.31 1.74
C 1.54 -7.16 -16.36 -1.19
C -0.16 -9.04 -15.83 -1.07
H -1.30 -11.59 -7.58 0.41
H -0.68 -7.25 -6.95 0.09
C 3.96 -11.13 -14.14 0.08
N 1.66 -9.98 -11.15 1.25
H -0.83 -3.48 -18.75 0.45
H 8.14 -12.26 -8.44 0.27
H -5.69 -4.39 -12.07 0.35
H 1.98 -6.25 -15.98 -0.01
H 5.66 -10.36 -15.19 0.45
C 6.36 -6.84 -8.88 -0.78
H -0.80 -8.67 -8.69 0.18
H -0.86 1.13 -8.26 0.31
H 2.66 -1.26 -11.86 0.29
H 6.20 -9.41 -7.41 -0.17
H 2.67 -11.76 -15.92 0.57
H -0.98 0.18 -6.15 0.31
C 0.72 -11.87 -12.12 -1.45
H 5.89 -3.19 -9.19 0.63
H -2.37 -8.40 -11.06 0.03
H 5.53 2.93 -14.46 0.27
N 2.85 -9.21 -7.95 -0.13
H 5.91 -6.22 -9.66 -0.14
H 4.76 -10.18 -6.11 0.41
C 5.82 -5.40 -13.90 -0.11
H -0.02 -12.67 -12.01 0.59
H 1.97 0.43 -18.89 0.44
H 6.15 -0.85 -14.44 0.58
H 0.33 -10.96 -6.95 0.33
N 0.63 -1.44 -17.50 -0.63
O 6.22 -11.85 -13.87 -0.29
C 1.20 0.46 -8.62 -1.13
H 6.25 -7.49 -15.93 0.69
H 4.65 -8.37 -12.91 -0.02
H 4.23 -7.85 -7.07 -0.65
H 1.93 -7.30 -13.81 -0.15
O 3.08 -10.27 -5.05 -0.31
H 5.11 -4.06 -11.41 0.07
H 1.09 -11.72 -9.21 0.32
H 2.37 -7.85 -16.49 0.19
H -0.44 -10.29 -11.44 -0.50
H 3.71 -2.61 -10.48 -1.46
C -4.40 -7.28 -5.75 -0.76
C 8.04 -4.89 -14.65 -0.90
C 4.63 -1.18 -12.86 1.38
H 4.02 -0.29 -7.84 0.46
C -0.91 -5.48 -8.14 -1.45
H 2.19 -9.92 -7.65 0.10
H 4.81 -5.04 -14.11 -0.35
H 7.31 -12.81 -15.33 0.33
H 2.24 -3.63 -17.09 -0.23
C 6.40 -8.35 -9.41 0.14
H 8.27 -11.52 -14.64 0.27
C 4.90 -3.58 -16.98 -0.23
H 0.00 -2.61 -14.41 0.40
H 0.57 -9.65 -16.37 0.31
N 5.45 -1.09 -11.66 -0.56
O 7.25 -10.56 -8.76 -0.31
H 1.89 -4.50 -10.23 0.04
H -3.76 -5.95 -10.56 0.08
C 3.45 -10.92 -3.82 -0.85
H 0.58 -11.49 -13.13 -0.12
H 7.98 -12.90 -13.68 0.25
H -2.88 -8.23 -7.43 0.52
O 4.55 -2.32 -7.79 -0.46
H -2.86 -9.68 -17.76 0.27
H 7.83 -8.90 -7.92 0.59
C 4.91 -3.36 -8.76 -0.59
N -0.07 0.44 -6.51 -0.80
C 2.76 -2.68 -17.25 0.67
H 5.80 -0.15 -11.60 0.37
C 0.54 -7.71 -15.32 0.52
H 1.79 -10.98 -14.60 -0.14
H 6.76 -7.36 -13.53 0.48
H -0.53 -1.87 -8.04 0.15
C 2.55 -4.10 -9.47 -1.89
H -0.22 -6.97 -15.11 -0.51
H 4.51 -2.25 -13.03 -0.50
H 0.06 -5.31 -8.63 -0.14
N -1.43 -6.03 -11.62 1.68
H 8.61 -4.41 -15.45 0.30
C -2.76 -7.15 -7.49 -1.36
H -1.72 -2.21 -11.50 0.33
O 5.37 0.97 -13.65 -0.42
H -1.53 -6.23 -10.63 -1.09
N 4.83 -7.38 -12.87 0.80
H 5.11 -2.76 -16.30 0.08
H -3.63 -5.05 -17.31 0.27
N 5.05 -8.71 -9.85 -0.20
C 6.88 -9.30 -8.25 -0.49
H -0.79 -4.89 -7.23 0.57
C 0.19 -3.68 -14.40 -1.09
H -2.63 -2.32 -9.99 0.37
C -1.02 -0.98 -8.44 -0.51
H 4.52 -7.14 -15.56 -0.18
H 5.87 -3.82 -17.42 0.38
C -1.58 -4.97 -17.35 1.29
H 0.09 -7.51 -9.13 -1.37
H -4.16 -8.17 -5.16 0.26
H 3.42 0.28 -11.86 0.30
H 8.46 -5.89 -14.53 0.27
H -4.90 -6.58 -5.09 0.27
H 1.60 1.40 -8.22 0.49
H 5.08 -8.59 -15.13 -0.81
H 0.37 -2.25 -16.96 0.00
H 2.88 -2.27 -16.25 -0.03
H -5.07 -7.55 -6.58 0.32
C 3.26 -0.60 -12.49 -1.68
H 6.86 -11.90 -7.31 0.32
C -0.21 0.30 -7.99 0.33
C 5.31 -11.31 -14.80 -0.89
H 7.36 -6.50 -8.62 0.55
O 3.99 -3.10 -17.93 -0.53
C -2.48 -8.09 -12.10 -1.59
H 4.54 -10.24 -12.51 0.33
H 2.72 -7.17 -5.42 0.64
C -0.69 -4.53 -18.53 -1.44
H -1.61 -8.52 -12.60 -0.15
C 2.59 -0.32 -18.41 -1.64
H 4.34 -11.54 -3.94 0.30
H -1.02 -3.02 -10.17 -0.10
H -1.56 -10.73 -17.76 0.31
C 5.22 -0.43 -14.05 -0.25
H 5.65 -6.73 -8.06 -0.02
C 1.92 -1.72 -18.18 0.34
H 1.09 0.40 -9.71 0.35
H -0.47 -9.58 -14.94 0.47
O -3.63 -4.46 -11.96 -0.17
O 2.48 -5.82 -12.57 1.73
N -2.90 -4.73 -17.93 -0.82
C 2.73 -11.00 -15.14 -0.91
H 2.40 -10.52 -10.72 0.39
H -0.33 -4.25 -13.63 -0.34
H 0.34 -4.57 -18.17 0.04
C 5.70 1.88 -14.67 -0.54
H 1.50 -9.22 -10.50 -2.24
H 2.34 -4.89 -12.86 -1.72
O -3.18 -6.63 -6.23 -0.44
H 5.25 -12.04 -15.62 0.59
H -3.38 -8.61 -12.44 0.66
H 2.72 -5.00 -8.86 -0.37
H -1.79 -3.13 -16.14 0.37
N -0.89 -7.70 -8.98 1.32
H 6.71 1.81 -15.05 0.27
O -1.04 -0.99 -9.88 -0.43
H -1.52 -6.05 -17.24 -0.03
O 6.69 -4.93 -14.99 -0.11
N 3.84 -10.08 -13.22 0.58
H 3.70 -4.78 -11.55 -1.52
H 3.01 -10.09 -12.64 -0.97
H 1.06 -6.91 -17.31 0.47
C 4.72 -1.02 -8.26 -0.06
C 5.46 -7.56 -15.18 -0.47
H 3.82 -12.06 -13.59 0.56
C 0.17 -11.39 -9.68 -1.33
H 1.25 -3.76 -14.15 0.26
H -2.60 -6.45 -13.39 -0.39
H 5.13 -9.70 -10.06 0.26
H 8.19 -4.31 -13.74 0.31
H 4.50 -0.39 -14.87 -0.25
C -4.87 -3.80 -11.65 -0.96
H 3.10 0.15 -17.57 0.25
N 1.33 -8.04 -14.14 2.19
H 5.76 -0.67 -8.30 0.31
Ti 3.61 -6.92 -10.82 0.93
C 4.04 -9.47 -5.69 -1.59
H -3.40 -6.93 -8.34 0.38
H -2.95 -5.42 -18.66 0.34
C -1.45 -4.16 -16.03 -0.59
H -0.46 -12.28 -9.72 0.40
H 4.50 -4.39 -16.37 -0.05
C -3.71 -5.86 -11.65 -0.96
H 2.89 -10.08 -15.69 0.17
H 4.55 -8.94 -4.88 0.64
C -2.05 -10.01 -17.11 -0.83
```

Its expectation value of S² is 12.00. As for the total energy: -152576.11685 eV. The max |F| comes out at 3.67 eV/A. Its multiplicity is 7.

2.
DFT (wB97M-V/def2-TZVPD) results for a cluster of 19 separate species, C52H149N7O31 in total in a non-equilibrium geometry.

Structure (XYZ):
```
239
Properties=species:S:1:pos:R:3:mulliken_charge:R:1
H -2.96 5.96 -0.56 0.50
C -2.04 5.55 -0.22 -1.33
H -4.47 -1.52 -1.27 -0.39
H 3.51 -7.55 -0.80 0.37
C -6.52 -1.64 0.69 -1.80
O 2.86 -5.19 0.02 -0.17
H -1.28 -5.86 2.05 0.11
H -2.64 -2.56 7.71 0.33
H -3.12 0.73 0.57 -1.25
H 5.00 0.45 -4.69 0.45
H -7.20 -0.36 -3.69 0.30
C -2.10 -1.65 4.46 0.08
H -4.19 4.53 -2.08 0.07
H 4.44 -2.00 -1.81 0.43
O 2.25 3.45 -1.81 1.08
H 1.50 -0.19 4.65 -0.70
O -2.26 0.64 -2.77 0.90
C 7.29 1.20 -3.34 -1.00
H -1.66 -6.27 -1.75 0.48
H 5.85 5.14 -1.64 0.28
H 2.68 -6.71 1.41 0.18
O 4.92 -8.26 0.67 -0.54
H 6.50 1.32 -1.06 0.42
H 0.61 -6.39 -1.91 0.26
H -1.62 -2.58 4.08 -0.09
H 4.87 3.84 -2.15 -0.01
H -4.58 2.56 -4.96 0.40
H 2.68 -0.54 -4.54 0.29
C 1.50 4.64 2.63 -1.04
H -3.47 3.31 5.60 0.35
H -2.80 -1.33 3.70 -0.28
C 1.44 7.13 -3.87 -0.86
H 3.10 -0.91 7.67 0.30
H -5.30 2.77 -2.36 -0.24
H -1.57 2.58 6.66 0.24
C -4.26 -4.35 -3.47 0.89
C -2.67 2.82 5.03 -0.67
C 3.33 -0.24 5.76 1.39
H -0.02 2.24 -3.90 -0.26
O 1.36 -4.06 -5.20 -0.62
N -4.59 1.63 -4.67 -0.53
H -4.77 1.11 -1.87 -0.55
N -3.54 -0.64 6.11 -0.52
O 6.73 1.78 -0.24 -0.71
H 7.30 1.42 -4.40 0.38
N 3.37 -1.23 6.78 -0.77
H 0.66 -3.36 4.98 -0.09
C -4.20 5.27 -3.91 -0.71
C -0.41 -4.02 7.42 -0.87
H 2.25 4.51 3.39 0.26
H -1.29 -0.96 4.48 0.03
H 2.08 -5.59 -0.45 0.25
H 0.96 6.87 -2.94 0.25
H -0.36 -1.62 -4.28 0.35
H -1.96 3.56 4.52 0.21
C 0.06 0.43 0.75 -0.52
H -1.79 -4.87 -3.65 0.43
C -6.12 -0.15 -3.95 -1.42
C -5.44 -4.76 -2.58 -0.56
C -7.70 2.46 -1.49 -0.88
C -5.11 -1.24 0.92 0.93
H -2.57 2.51 -1.25 -0.80
H 2.33 -3.47 4.71 0.48
C 5.34 2.79 5.42 -1.04
H -3.79 1.50 -4.10 -0.39
C 5.46 4.64 -2.53 -0.65
H 1.82 8.17 -3.77 0.40
N 5.35 6.38 -4.42 -0.72
C 2.63 -5.96 -4.52 -0.76
H 2.84 5.45 -2.27 -0.36
H -7.09 -1.30 1.56 0.48
H -1.96 0.66 -1.86 -1.41
H -2.76 3.58 0.60 0.03
H 5.34 0.21 6.23 0.40
C -0.97 -4.30 -2.08 1.41
H 3.57 7.03 -2.62 0.80
C 1.10 2.73 -2.15 1.37
O 0.76 4.06 -4.14 -0.72
O 2.51 6.26 -4.16 -0.51
C -5.77 1.30 -3.89 0.49
H 3.98 1.86 3.17 0.12
H 3.48 3.79 1.35 -0.03
O -3.91 -3.15 -0.25 0.45
O -4.58 1.38 4.41 -0.71
H 7.63 2.01 -2.76 0.33
C -2.84 -1.83 5.69 0.38
H -1.39 -5.36 -0.34 -1.00
C 5.18 0.07 -3.66 -1.25
H 3.35 -4.03 -5.06 0.53
O 0.12 -0.81 -2.51 1.15
H 7.99 0.33 -3.17 0.26
H -4.58 -4.23 -4.46 0.52
H -1.31 -1.46 7.16 0.23
H 1.77 -4.60 2.77 0.04
C 0.91 2.75 -3.64 -0.36
H -8.39 2.26 -0.63 0.26
C -4.12 -1.69 -0.27 0.39
H -4.84 4.64 -4.57 0.25
H -5.10 0.38 2.12 0.39
H -6.05 -5.42 -3.18 0.52
C -2.01 -0.55 -3.42 -0.32
H 5.55 -7.78 1.25 0.33
H -3.33 -3.28 1.85 0.56
H 5.96 1.51 2.45 0.53
O 2.95 4.18 0.64 -0.28
O 5.89 1.01 -2.90 -0.03
H -2.73 -0.48 -4.28 0.67
H -7.32 3.48 -1.56 0.32
C 5.54 2.15 0.49 0.02
C -0.54 -0.72 -3.72 -0.92
H 4.84 -6.74 -0.71 0.36
H 4.90 3.25 6.24 0.46
H 1.22 2.74 2.12 -0.05
H -2.78 -4.49 0.87 -0.01
H 4.22 4.61 -4.29 -0.07
H -1.18 1.85 1.72 0.24
H -1.82 -3.72 -1.84 -0.83
H -0.15 0.19 -4.27 0.23
O 0.30 -6.09 -1.07 -0.48
H -6.95 -1.18 -0.24 0.24
H 2.73 -6.36 -5.54 0.30
H -4.25 0.61 4.88 0.47
O 4.04 1.97 2.21 -0.02
H -5.59 0.66 0.63 -0.07
H 0.85 5.41 3.00 0.48
C -0.99 -5.56 -1.30 0.14
C -5.58 1.72 -2.42 1.23
H 6.34 4.20 -3.06 0.32
H 0.47 1.10 0.08 -0.58
N 2.81 -0.90 -3.59 0.02
H 1.09 -0.83 -2.64 -0.54
C 2.05 5.11 1.30 -0.19
H 5.42 3.51 4.59 0.24
O -0.88 -4.55 -3.50 -0.28
H -1.06 3.67 -0.08 -0.39
O -1.76 5.53 -3.62 -0.63
H 6.34 6.26 -4.36 0.24
H -1.74 0.18 1.83 -0.80
H -2.75 1.38 3.52 -0.26
H -1.11 5.77 -1.88 0.44
C -0.66 -5.67 3.00 -1.02
O -2.29 1.04 0.10 3.09
N -4.88 0.17 1.17 -0.61
C 4.40 0.76 6.08 -1.43
H -2.34 -1.42 -2.93 -0.38
H -0.01 -3.70 -1.89 -0.06
H 1.25 0.47 6.31 0.29
H -4.78 -1.79 1.80 -0.14
H 3.38 -2.54 2.74 0.69
C -2.77 4.67 -4.08 0.41
H 2.45 -1.66 1.62 -0.06
H 3.78 -0.74 4.90 -0.18
H 5.11 6.29 -5.40 0.25
H 5.76 3.16 0.72 0.53
H 2.68 -1.91 6.41 0.28
H -4.24 6.32 -4.21 0.42
H -3.75 -2.56 5.52 0.25
H -2.79 3.69 -3.53 -0.42
C 3.31 6.08 -3.00 -0.05
H -1.87 5.88 0.77 0.54
O -6.68 1.48 -1.43 -0.25
H 4.14 1.35 6.95 0.52
H 5.67 -0.88 -3.76 0.43
C 5.23 1.39 1.73 -0.35
H 0.32 -1.90 3.20 -1.67
C 1.26 -2.59 3.25 2.28
H 2.05 1.37 5.04 0.25
C 4.22 -7.24 -0.05 -0.75
C 2.49 -1.93 2.64 -0.55
H 0.25 3.26 -1.67 -0.39
H -6.13 -0.51 -4.96 0.52
H 0.77 -6.35 -4.32 0.26
H 2.63 6.03 1.48 0.44
H 4.19 -5.77 1.58 0.44
H 1.71 2.12 -4.07 0.03
H -4.17 -0.81 6.88 0.26
O 4.60 1.64 5.01 -0.16
H 0.15 -6.36 2.98 0.42
C 2.51 -4.45 -4.50 0.00
O -1.88 2.00 5.99 -0.41
H 0.93 -3.78 1.43 0.46
O -0.94 5.87 -0.97 -0.46
H -2.61 4.50 -5.16 0.46
H -5.58 -0.84 -3.32 -0.10
O -0.31 -4.30 3.05 0.47
H 1.56 4.62 -4.06 0.46
O -4.72 5.20 -2.58 -0.53
O 0.74 3.44 2.61 0.12
H 1.17 1.63 -1.82 -0.70
H 5.09 0.34 1.43 -0.02
C -1.32 0.88 1.19 1.28
H -6.52 2.02 -4.16 0.58
H -3.33 -5.98 -2.78 0.35
C -2.97 -3.42 0.84 -1.50
H -8.41 2.30 -2.31 0.29
H -6.09 -3.79 -2.53 0.19
H 1.15 5.32 0.69 0.09
H 0.05 -4.89 6.94 0.22
H -1.46 -5.92 3.78 0.20
H 6.39 2.55 5.69 0.31
O -1.19 -3.40 6.42 -0.12
C 1.97 0.38 5.45 -0.20
H -0.98 -4.36 8.29 0.38
H 0.56 -4.21 -4.66 0.33
H 0.73 0.52 1.58 0.14
C 0.95 -3.88 2.50 -1.47
O -5.17 -5.38 -1.39 -0.68
H 5.12 -0.43 -1.21 0.53
O -2.68 3.48 -1.44 0.86
H -3.72 -3.45 -3.23 -0.92
H -3.17 -1.22 -0.23 -0.36
H -2.90 0.02 6.48 0.18
C 3.86 -0.16 -2.94 1.41
H 3.45 -0.93 -0.85 0.09
O -0.04 -0.93 0.29 1.02
C 4.28 -0.91 -1.61 -1.79
H 0.78 7.08 -4.67 0.33
H -4.94 -4.71 -0.74 0.35
H -6.58 -2.70 0.44 0.34
O 1.55 -6.58 -3.78 -0.52
C -3.41 2.11 3.95 0.33
H -2.06 -2.81 0.67 0.59
H -3.68 2.89 3.22 0.48
O -3.29 -5.47 -3.61 -0.73
H 3.05 -1.88 -3.73 -0.19
C 3.49 -6.16 0.82 -0.29
H -0.11 -0.99 -0.70 -0.77
H -0.95 4.99 -3.77 0.08
H 3.49 -6.23 -3.91 0.35
H 0.34 -3.31 7.82 0.28
H 2.64 -1.02 3.24 -0.63
N 1.50 -2.85 4.67 0.20
H 4.69 2.02 -0.18 -0.21
C 4.60 5.41 -3.57 0.43
C -2.01 -2.33 6.83 -0.81
H 2.61 3.30 -0.93 -0.63
C -2.14 4.03 -0.18 0.50
H 3.50 0.80 -2.62 -0.62
H 2.49 -4.08 -3.51 -0.03
```

Its energy above the lowest of the compared OMol25 structures with the same formula, charge and spin is 0.0 kJ/mol. The max |F| comes out at 3.97 eV/A.